(1)
Below is an isolated ion of composition C23H33N4O4 and charge +1 in a non-equilibrium geometry, with properties calculated with ωB97M-V/def2-TZVPD.

As for the SMILES: CCC[NH+](CCC)CCCNc1ccc(C(=O)Nc2cccc(OC)c2)cc1[N+](=O)[O-]. The value obtained for the HOMO-LUMO gap is 7.6 eV. The value obtained for the strongest force on any atom is 1.3 eV/A. The spin multiplicity is 1. The value obtained for the HOMO energy is -11.0 eV. The calculation puts the calculated total energy at -1415.9204 a.u. The charge is +1.

Geometry as XYZ:
```
64
Properties=species:S:1:pos:R:3:forces:R:3
C -0.731371 -2.271500 3.008117 -0.2 0.0 -0.1
C -1.888294 -1.863476 2.100263 0.1 0.1 -0.1
C -1.401600 -0.802404 1.117490 0.3 -0.5 0.5
N -2.457666 -0.219259 0.245095 0.3 0.2 -0.2
C -2.993729 -1.162657 -0.777012 -0.3 -0.3 -0.7
C -2.363602 -0.967834 -2.154665 0.1 -0.1 0.1
C -0.914402 -1.427548 -2.249563 -0.2 0.2 -0.1
C -3.525110 0.465663 1.025216 -0.6 0.3 0.2
C -4.045606 1.682991 0.263965 0.3 0.1 0.2
C -2.990441 2.794597 0.183614 -0.3 0.1 0.1
N -1.823583 2.317536 -0.541607 -0.3 0.3 -0.6
C -0.507353 2.473622 -0.160680 0.3 -0.2 -0.2
C -0.137969 2.764241 1.160022 -0.1 0.0 -0.1
C 1.179394 2.777126 1.555019 0.3 -0.1 -0.3
C 2.199760 2.464031 0.655674 -0.3 0.3 0.0
C 3.619928 2.505825 1.126464 -0.2 0.1 -0.1
O 4.025412 3.413550 1.816927 0.0 0.1 0.1
N 4.435959 1.504166 0.703475 0.7 0.0 0.0
C 4.130047 0.281291 0.094933 -0.2 -0.5 -0.2
C 5.066230 -0.280045 -0.771468 0.0 0.1 0.0
C 4.808182 -1.498987 -1.363144 0.0 0.1 0.1
C 3.630074 -2.181838 -1.108731 -0.3 -0.2 0.0
C 2.700977 -1.634297 -0.234048 0.1 0.2 0.0
O 1.506295 -2.225432 0.097118 0.2 0.3 0.1
C 1.330787 -3.582203 -0.261913 0.0 -0.2 -0.1
C 2.955528 -0.406816 0.372884 0.0 -0.2 0.0
C 1.873122 2.228116 -0.662985 -0.2 0.1 0.0
C 0.541404 2.226421 -1.081726 0.4 0.3 1.2
N 0.316994 1.970679 -2.468704 0.1 -0.1 -0.6
O -0.842336 1.815486 -2.853718 -0.1 0.0 -0.3
O 1.270197 1.897432 -3.203920 0.0 0.0 -0.1
H 0.124079 -2.590738 2.419480 0.2 0.0 0.0
H -1.032378 -3.089342 3.655309 0.0 -0.1 0.1
H -0.422088 -1.438855 3.634541 0.1 0.1 0.1
H -2.250904 -2.744187 1.569055 -0.1 0.0 0.0
H -2.705529 -1.482052 2.713240 -0.1 0.0 0.0
H -0.952556 0.021859 1.678066 -0.1 0.1 -0.1
H -0.623094 -1.234652 0.486417 -0.1 0.1 -0.1
H -2.014035 0.580429 -0.277042 -0.1 -0.4 0.2
H -4.070007 -1.005607 -0.857680 0.0 0.0 0.1
H -2.828842 -2.184165 -0.434089 0.0 0.1 0.1
H -2.954976 -1.549330 -2.863310 -0.1 0.0 0.0
H -2.432975 0.076764 -2.462249 -0.1 0.0 0.0
H -0.567122 -1.311027 -3.272085 0.1 0.0 -0.1
H -0.828256 -2.476825 -1.980583 0.1 -0.1 0.1
H -0.251434 -0.847063 -1.611489 0.1 0.0 0.1
H -3.100591 0.794716 1.975558 0.1 -0.1 0.0
H -4.330860 -0.238521 1.237886 0.2 -0.1 0.0
H -4.356281 1.397681 -0.742371 -0.1 0.0 -0.1
H -4.921940 2.072993 0.780488 -0.1 -0.1 0.0
H -3.419371 3.661144 -0.328546 0.1 0.0 0.1
H -2.718373 3.111618 1.189393 0.0 0.0 -0.1
H -1.931636 2.339931 -1.558758 0.1 0.0 0.4
H -0.893599 2.998901 1.891804 -0.1 0.0 0.0
H 1.440736 3.021725 2.572979 0.0 0.0 0.1
H 5.418331 1.666688 0.893995 -0.2 0.1 0.0
H 5.987871 0.242069 -0.974843 0.1 0.1 0.0
H 5.532455 -1.930567 -2.035620 0.1 0.0 -0.1
H 3.458727 -3.131139 -1.587392 -0.1 -0.1 0.0
H 0.395036 -3.897230 0.198432 0.0 0.0 0.0
H 1.262271 -3.705807 -1.346246 0.0 0.0 0.0
H 2.144319 -4.201522 0.122784 0.0 0.0 0.0
H 2.240327 -0.024621 1.083754 0.0 0.0 0.1
H 2.635483 2.038248 -1.403295 0.0 0.0 0.0
```
Positions in Å, forces in eV/Å.

(2)
Below is a 10-piece molecular cluster, C29H68Br2ClF3N3O11 overall in a non-equilibrium geometry, with properties calculated with ωB97M-V/def2-TZVPD.

The value obtained for the HOMO-LUMO gap is 8.8 eV. The value obtained for the strongest force on any atom is 2.9 eV/A. The spin multiplicity is 1. The value obtained for the HOMO energy is -11.5 eV. The calculation puts the calculated total energy at -8045.1379 a.u. The charge is +1.

Geometry as XYZ:
```
117
Properties=species:S:1:pos:R:3:forces:R:3
O 1.182641 -5.626551 -0.963072 0.0 1.4 -0.7
C 0.584206 -4.618588 -1.031524 -0.7 -2.1 0.8
N -0.252956 -3.732327 -0.934285 0.9 0.9 0.0
C 0.165963 -2.591505 -0.094726 0.6 -0.4 1.0
C 0.547378 -3.177568 1.302042 0.1 0.0 -0.2
N 0.395188 -2.136533 2.375142 0.0 -0.3 -1.0
C 0.706971 -0.801159 1.797479 0.0 0.8 0.6
C -0.427012 -0.421016 0.837533 0.8 -0.4 0.3
C 0.057189 0.753170 -0.030965 0.7 0.1 0.5
C 0.992374 0.375273 -1.165773 -0.6 0.0 -0.3
O 0.599306 0.305110 -2.278595 0.1 -0.1 -0.6
Cl 2.710935 -0.002150 -0.854187 -0.3 0.2 0.3
N -0.878874 -1.630444 0.130616 -0.2 0.6 -0.4
C -1.744124 -1.378471 -1.019865 -0.9 -1.2 -0.4
C -2.975795 -2.319993 -1.012549 0.7 0.3 0.2
C -3.690461 -2.373684 0.326513 -1.7 -0.1 -1.3
F -2.990278 -3.015986 1.274557 0.6 0.1 0.6
Br -5.274507 -3.506935 0.026633 0.5 -0.8 -0.6
C -4.191766 -0.974366 0.866288 -1.9 -2.0 1.0
F -3.459632 -0.625676 1.918131 1.0 0.7 0.2
F -4.191118 -0.049479 -0.063078 0.6 0.8 -0.7
Br -6.029366 -1.070095 1.541260 0.0 1.0 0.6
H 1.091394 -2.180233 -0.519470 -0.2 0.2 -0.2
H -0.097264 -4.018526 1.548130 0.0 0.0 0.0
H 1.592897 -3.479485 1.319015 0.0 -0.1 0.0
H -0.589914 -2.117152 2.645299 0.1 -0.1 0.4
H 1.012000 -2.378978 3.148677 -0.2 0.2 0.2
H 0.771222 -0.096068 2.633517 -0.1 0.1 -0.3
H 1.683657 -0.797252 1.319309 0.0 -0.4 0.1
H -1.255444 -0.091717 1.467142 -0.1 0.3 -0.3
H -0.800990 1.267771 -0.443196 0.1 0.0 -0.3
H 0.568778 1.484471 0.599274 -0.1 0.0 0.2
H -1.223914 -1.598897 -1.952601 0.1 0.3 -0.1
H -2.135416 -0.368202 -1.070031 0.5 0.2 0.2
H -3.647780 -2.016739 -1.811554 -0.2 0.2 0.2
H -2.696994 -3.342500 -1.251898 0.2 -0.1 0.1
C 0.689966 2.623778 -5.444666 0.0 0.1 0.0
C 1.863351 1.784828 -5.917652 -0.3 -0.2 0.3
O 2.466004 1.105314 -4.819172 0.3 0.1 -0.1
H 1.019570 3.352729 -4.703134 0.0 0.0 -0.1
H 0.224669 3.154431 -6.277049 0.0 0.0 0.0
H -0.065123 1.994601 -4.965799 0.0 0.0 -0.1
H 2.623523 2.415231 -6.376241 0.1 -0.1 0.1
H 1.537814 1.043479 -6.654941 0.0 0.1 -0.1
H 1.795613 0.541949 -4.420232 0.0 0.0 0.1
C -3.417710 4.705050 0.550703 0.0 0.0 -0.1
C -2.288356 3.869905 -0.023581 -0.4 -0.1 0.3
O -1.604977 3.168098 1.019432 0.2 0.0 -0.2
H -3.032153 5.418621 1.280513 0.0 0.0 0.0
H -3.937590 5.252820 -0.236296 0.0 0.0 0.0
H -4.139602 4.072013 1.072172 -0.1 0.0 -0.1
H -1.558910 4.504944 -0.526052 0.1 -0.1 0.1
H -2.672058 3.145672 -0.751454 0.0 0.1 -0.1
H -2.248365 2.602227 1.458200 0.0 0.1 0.1
C 4.111829 -7.647168 0.423034 0.1 0.0 -0.1
C 3.759004 -6.942033 1.715787 -0.2 0.0 -0.3
O 3.773467 -5.520561 1.530619 0.0 0.2 0.3
H 5.096742 -7.341469 0.069839 0.0 0.0 0.1
H 4.106795 -8.730305 0.546923 0.0 0.0 0.0
H 3.394726 -7.381984 -0.358103 -0.1 -0.1 0.0
H 4.476261 -7.177632 2.499355 0.0 0.2 0.0
H 2.764001 -7.244884 2.058737 0.1 -0.1 0.1
H 3.133659 -5.326600 0.840337 0.1 -0.1 -0.2
C -1.727204 2.982156 4.973075 -0.1 0.0 0.0
C -0.668404 1.907968 4.833768 0.1 0.5 0.0
O 0.126186 2.113375 3.658493 0.0 -0.5 -0.1
H -2.378504 2.993141 4.097402 0.0 0.0 0.0
H -2.337276 2.816926 5.862205 0.0 0.0 0.0
H -1.266360 3.970268 5.042489 0.0 0.0 0.1
H -1.132689 0.924314 4.743528 0.1 0.0 -0.1
H -0.010849 1.901119 5.708501 -0.1 -0.1 0.1
H 0.544125 2.976535 3.736757 0.0 0.1 -0.1
C 4.576874 1.074391 4.692477 0.0 0.0 -0.1
C 3.494750 0.065654 4.364539 0.3 -0.1 0.0
O 3.730981 -0.547681 3.091102 -0.5 -0.1 0.0
H 4.622517 1.846355 3.923884 -0.1 0.0 0.0
H 4.390849 1.548479 5.656705 0.0 0.0 0.0
H 5.556283 0.592604 4.724914 0.0 0.0 0.1
H 2.520391 0.554913 4.312781 0.0 0.0 -0.1
H 3.450468 -0.714598 5.132089 -0.1 0.1 0.1
H 4.585338 -0.988955 3.134590 0.0 0.0 -0.1
C 3.182556 -3.862260 -4.136179 0.1 0.0 -0.1
C 3.222743 -5.361044 -4.378223 -0.2 0.1 0.4
O 3.874725 -6.035663 -3.305701 0.1 0.0 -0.2
H 4.192237 -3.467544 -4.022919 0.0 0.0 0.0
H 2.693143 -3.342833 -4.961542 0.0 0.0 0.0
H 2.641386 -3.634177 -3.211076 -0.1 0.0 0.0
H 3.778105 -5.585954 -5.286542 0.0 -0.1 0.1
H 2.208215 -5.760802 -4.486567 0.0 0.0 -0.2
H 3.380014 -5.847303 -2.503353 0.0 -0.1 0.1
C -6.585211 2.449259 7.063743 0.0 0.0 -0.1
C -5.348065 1.845445 7.701358 -0.1 0.4 0.1
O -4.198442 2.659687 7.465567 0.1 -0.2 -0.1
H -6.441244 2.565742 5.988742 0.0 -0.1 0.0
H -7.460622 1.821552 7.235126 0.0 0.0 0.0
H -6.784300 3.442616 7.472128 -0.1 0.0 0.1
H -5.140700 0.863771 7.277549 0.1 0.0 0.0
H -5.488253 1.732971 8.780641 -0.1 -0.1 0.0
H -4.371969 3.525057 7.847886 0.0 0.0 0.0
C 2.404179 -1.089368 -8.780994 0.1 0.1 0.0
C 1.604939 -0.088684 -9.597415 -0.2 -0.4 0.2
O 0.792626 -0.763252 -10.553556 0.1 0.2 -0.2
H 3.033216 -1.694375 -9.434176 0.0 0.1 0.0
H 3.038925 -0.585140 -8.049464 0.0 0.0 0.0
H 1.736829 -1.774494 -8.250848 0.0 0.1 0.1
H 2.269714 0.579196 -10.142484 -0.1 0.0 -0.1
H 0.963410 0.516703 -8.946967 0.1 0.1 0.0
H 0.198092 -1.346692 -10.074005 0.0 0.0 0.0
C -1.697848 8.306265 -0.161862 0.0 0.1 -0.1
C -0.570676 7.467362 -0.734386 -0.3 -0.1 0.3
O 0.104305 6.764132 0.307045 0.2 0.0 -0.1
H -1.311461 9.019538 0.566307 0.1 0.0 -0.1
H -2.217277 8.854584 -0.949269 0.0 0.0 0.0
H -2.420627 7.674214 0.360243 -0.1 0.0 -0.1
H 0.158421 8.100036 -1.237034 0.1 -0.1 0.1
H -0.954848 6.742675 -1.462114 0.0 0.1 -0.1
H -0.544354 6.201243 0.740578 0.0 0.0 0.1
```
Positions in Å, forces in eV/Å.

(3)
Below is one molecule with the formula CH2NO2, with properties calculated with ωB97M-V/def2-TZVPD.

The value obtained for the HOMO-LUMO gap (alpha / beta) is 12.3 / 8.2 eV. The value obtained for the strongest force on any atom is 0.9 eV/A. The spin multiplicity is 2. The value obtained for the HOMO energy (alpha / beta) is -11.7 / -11.2 eV. The calculation puts the calculated total energy at -244.4952 a.u.

Geometry as XYZ:
```
6
Properties=species:S:1:pos:R:3:forces:R:3
N -0.104089 -0.046245 0.775886 0.2 0.6 0.1
C -0.083146 -0.125057 -0.590898 -0.1 0.3 0.8
O -1.002762 0.363043 -1.301167 0.2 -0.1 -0.2
O 0.826684 -0.686975 -1.226204 -0.2 -0.1 -0.3
H 0.770744 -0.356439 1.176314 0.0 -0.1 0.1
H -0.407432 0.851674 1.166068 -0.1 -0.6 -0.3
```
Positions in Å, forces in eV/Å.

(4)
Below is ArH32O16 as an isolated structure in a non-equilibrium geometry, with properties calculated with ωB97M-V/def2-TZVPD.

The value obtained for the HOMO-LUMO gap is 10.1 eV. The value obtained for the strongest force on any atom is 1.4 eV/A. The spin multiplicity is 1. The value obtained for the HOMO energy is -10.6 eV. The calculation puts the calculated total energy at -1750.5752 a.u.

Geometry as XYZ:
```
49
Properties=species:S:1:pos:R:3:forces:R:3
Ar -18.396050 16.865280 -0.939120 0.1 0.0 -0.2
O -20.896150 15.940540 0.746270 -0.4 0.6 -0.3
H -21.665250 15.637120 1.228600 -0.1 -0.1 0.3
H -20.395180 15.144600 0.568110 0.7 -0.8 -0.1
O -15.468170 13.993720 -1.880620 0.6 -0.1 0.0
H -16.353320 13.747000 -1.612540 -0.7 0.0 -0.1
H -15.013760 14.185790 -1.060350 0.2 -0.1 0.3
O -19.690740 19.904190 -4.184510 -0.3 0.4 -0.4
H -18.934150 20.128440 -3.642760 0.4 -0.1 -0.1
H -20.081090 19.146100 -3.749580 -0.3 -0.4 0.1
O -18.202050 13.426590 -2.002540 0.6 -0.6 0.2
H -18.933780 13.992800 -2.247910 -0.6 0.7 0.1
H -18.309900 12.646010 -2.545960 0.1 -0.3 -0.1
O -18.975270 17.713950 2.024600 0.6 -0.4 0.6
H -19.267180 17.042450 1.408080 -0.4 -0.3 0.1
H -19.282230 18.537540 1.645510 -0.2 0.4 -0.1
O -20.190500 15.051990 -2.882340 0.0 -0.8 -0.2
H -19.644560 15.114040 -3.666130 0.0 0.1 -0.3
H -20.550800 15.931720 -2.770580 -0.1 0.8 0.3
O -15.435640 17.738250 -0.263740 0.0 0.4 0.5
H -15.548720 17.521780 -1.189260 0.4 -0.5 -0.8
H -15.805600 18.616670 -0.175800 0.0 0.3 0.1
O -14.925000 16.447190 -2.868360 0.5 1.2 0.4
H -15.028980 15.589830 -2.455630 -0.2 -0.7 -0.1
H -15.765010 16.610520 -3.297250 -0.3 -0.2 -0.4
O -17.259680 20.543090 -3.075700 0.2 -0.2 0.1
H -17.512960 20.485600 -2.154410 0.1 0.0 0.3
H -17.503950 21.431000 -3.336790 0.1 0.4 -0.1
O -16.234760 16.870090 2.242270 0.4 -0.6 0.5
H -15.819260 17.233990 1.460500 0.3 0.0 -0.5
H -17.137260 17.186710 2.203820 -0.8 0.4 0.1
O -16.357260 14.071060 1.743050 -0.1 -0.8 -0.3
H -16.472920 15.020340 1.784590 0.2 1.1 0.4
H -15.411030 13.947650 1.667850 0.1 -0.1 0.1
O -17.034430 16.653040 -4.639930 -0.1 -0.1 0.0
H -17.921810 16.356060 -4.841390 -0.1 0.0 0.0
H -16.971350 17.515910 -5.049460 0.0 0.4 -0.1
O -19.738800 20.057290 0.933530 0.0 0.2 -0.1
H -18.944100 20.509930 0.651030 0.3 0.2 0.1
H -20.409820 20.340160 0.312280 -0.4 0.0 -0.1
O -21.060640 17.742860 -3.123510 0.5 -0.6 -0.6
H -21.629260 17.366220 -3.795110 -0.2 0.1 -0.4
H -21.662900 18.074550 -2.457570 -0.5 0.2 1.0
O -22.365780 18.078260 -0.770110 -0.2 0.6 -0.3
H -23.168080 17.558750 -0.718560 -0.3 -0.1 0.1
H -21.713530 17.559920 -0.298810 0.5 -0.5 0.4
O -18.926270 13.547840 0.746890 -1.1 0.3 0.2
H -18.654220 13.256540 -0.123370 0.2 -0.1 -0.5
H -18.110640 13.793130 1.183720 0.6 -0.1 0.3
```
Positions in Å, forces in eV/Å.

Question: Which formula does entry 4 have?
Answer: ArH32O16

Question: Which value of spin multiplicity does entry 2 give?
Answer: 1